[1]
{"formula": "C42H64O36", "method": "the ωB97M-V functional and the def2-TZVPD basis", "symbols": ["C", "C", "O", "C", "O", "O", "H", "H", "H", "H", "C", "C", "O", "C", "O", "O", "H", "H", "H", "H", "C", "C", "O", "C", "O", "O", "H", "H", "H", "H", "C", "C", "O", "C", "O", "O", "H", "H", "H", "H", "C", "C", "O", "C", "O", "O", "H", "H", "H", "H", "C", "C", "O", "C", "O", "O", "H", "H", "H", "H", "C", "C", "O", "C", "O", "O", "H", "H", "H", "H", "C", "C", "O", "C", "O", "O", "H", "H", "H", "H", "C", "C", "O", "C", "O", "O", "H", "H", "H", "H", "C", "C", "O", "C", "O", "O", "H", "H", "H", "H", "O", "C", "O", "C", "C", "C", "H", "H", "H", "H", "H", "H", "H", "H", "O", "C", "O", "C", "C", "C", "H", "H", "H", "H", "H", "H", "H", "H", "O", "C", "O", "C", "C", "C", "H", "H", "H", "H", "H", "H", "H", "H"], "coordinates": [[-6.5481, -0.8812, 2.2247], [-6.6699, -1.2496, 0.7327], [-5.9889, -0.0900, 0.1848], [-5.0162, 0.2773, 1.0101], [-4.0482, 0.9813, 0.7611], [-5.2921, -0.0839, 2.2271], [-6.4409, -1.7657, 2.8558], [-7.3705, -0.3337, 2.5982], [-7.6683, -1.2630, 0.3559], [-6.0587, -2.0943, 0.4674], [-2.5244, 2.0204, -2.2662], [-3.3124, 1.6304, -3.5407], [-4.5326, 2.3917, -3.3896], [-4.2354, 3.5249, -2.6444], [-4.9655, 4.4685, -2.6056], [-3.0286, 3.4116, -2.0508], [-1.4419, 2.0996, -2.3237], [-2.8129, 1.4372, -1.4081], [-3.5872, 0.5775, -3.7472], [-2.7155, 1.9663, -4.3643], [-3.2756, -5.4477, 2.6509], [-2.1288, -5.1924, 3.5639], [-1.7929, -3.7870, 3.4290], [-2.6377, -3.2145, 2.5178], [-2.5877, -2.0739, 2.1873], [-3.6270, -4.0927, 2.1429], [-4.2090, -5.7857, 3.1173], [-2.9261, -6.0250, 1.7785], [-1.2269, -5.8017, 3.4005], [-2.3880, -5.3473, 4.6255], [-1.3179, 3.8793, 2.9032], [-0.0041, 3.4338, 3.4680], [0.9300, 4.1147, 2.5392], [0.3229, 5.1965, 2.0315], [0.8670, 6.0891, 1.4140], [-0.9742, 5.1945, 2.3454], [-2.0544, 4.0966, 3.6825], [-1.7247, 3.2050, 2.1981], [0.2226, 2.3823, 3.3151], [0.0943, 3.7481, 4.4745], [-1.0152, 0.2209, 0.3725], [-0.0956, -1.0830, 0.2474], [0.8268, -0.9776, 1.3137], [0.4670, 0.0382, 2.1306], [0.9852, 0.3195, 3.2077], [-0.5455, 0.7358, 1.6379], [-2.0824, -0.0096, 0.4463], [-0.7839, 0.8629, -0.4519], [0.4371, -1.2012, -0.7113], [-0.7017, -1.9724, 0.3647], [2.4043, -3.1529, 4.0017], [1.2220, -3.4706, 5.0341], [0.8816, -4.8097, 4.6901], [1.5470, -5.2692, 3.6560], [1.3664, -6.3246, 3.0981], [2.5609, -4.4097, 3.3658], [3.3573, -2.8743, 4.4514], [2.1545, -2.3484, 3.2979], [0.3584, -2.8175, 4.8831], [1.5776, -3.4189, 6.0436], [1.9634, -4.2089, 0.1550], [1.5188, -4.6998, -1.2078], [0.4275, -5.6272, -0.8484], [-0.1755, -5.0864, 0.2613], [-1.2304, -5.3598, 0.6896], [0.6598, -4.1459, 0.8030], [2.2266, -3.1537, 0.0451], [2.7210, -4.7698, 0.6920], [2.2815, -5.1910, -1.8057], [1.0982, -3.8267, -1.7345], [3.5687, 2.5138, 2.4766], [3.0371, 2.2110, 1.0767], [3.8480, 3.0957, 0.2997], [4.9934, 3.3744, 0.9482], [5.9044, 3.9977, 0.4475], [4.9814, 2.8446, 2.1787], [3.5491, 1.6635, 3.1646], [3.0942, 3.3477, 3.0040], [2.0236, 2.5036, 0.9462], [3.1852, 1.1612, 0.8046], [-1.4205, -2.8549, -5.0824], [-0.0221, -2.6097, -4.4909], [-0.2957, -2.1167, -3.1595], [-1.5440, -1.5118, -3.1821], [-1.9925, -0.9314, -2.2556], [-2.1959, -1.8532, -4.3460], [-1.7436, -3.8761, -4.9201], [-1.5385, -2.6949, -6.1262], [0.5295, -1.8707, -5.0895], [0.5741, -3.5262, -4.3527], [6.0975, -0.5389, -2.9050], [6.1523, -2.0765, -2.6833], [4.7900, -2.3763, -2.3698], [4.2230, -1.2586, -1.8585], [3.1633, -1.2278, -1.3277], [5.0778, -0.2214, -1.9487], [5.6623, -0.5587, -3.9156], [6.8774, 0.2152, -2.8808], [6.8230, -2.2356, -1.8229], [6.5757, -2.6097, -3.5500], [-0.7681, 3.9809, -4.1904], [-0.2256, 5.0277, -4.2640], [0.0386, 5.8485, -3.2259], [-0.5335, 5.5622, -1.9280], [0.1465, 4.4878, -1.2221], [0.2974, 5.5978, -5.5831], [-1.6317, 5.5271, -1.9669], [-0.3512, 6.4923, -1.4044], [-0.3482, 4.3095, -0.2621], [1.1741, 4.7894, -1.1094], [0.1980, 3.5292, -1.7122], [0.6872, 4.7185, -6.0794], [0.9308, 6.4945, -5.4610], [-0.6127, 5.8183, -6.1107], [3.2947, 1.2154, -4.6305], [2.1379, 1.3054, -4.2950], [1.0687, 1.1453, -5.0949], [1.2906, 0.9329, -6.4764], [0.1312, 0.1291, -7.0659], [1.7619, 1.5663, -2.8141], [2.2425, 0.5065, -6.6365], [1.1787, 1.8615, -7.0304], [0.1846, -0.9415, -6.8345], [0.0779, 0.1986, -8.1696], [-0.8614, 0.4863, -6.7470], [0.6776, 1.7499, -2.7723], [2.3160, 2.3630, -2.3577], [2.1323, 0.6949, -2.2913], [-1.3936, 1.6164, 5.0184], [-1.2914, 0.4227, 5.0859], [-0.2265, -0.1925, 5.6373], [0.7676, 0.6561, 6.2455], [1.9272, -0.2089, 6.6958], [-2.3766, -0.4479, 4.5658], [0.2836, 1.1470, 7.1181], [1.1541, 1.3718, 5.5301], [1.6300, -1.0982, 7.2683], [2.6428, 0.3599, 7.2719], [2.5348, -0.6246, 5.9042], [-2.4909, -0.3411, 3.4851], [-3.2817, -0.0645, 5.0271], [-2.2088, -1.5387, 4.8120]], "forces_ev_per_angstrom": [[1.5, -1.2, -0.7], [1.2, 1.7, 1.2], [-0.1, -0.4, -1.7], [1.6, 2.4, -0.6], [-1.5, -1.2, -0.3], [-1.7, -1.8, 2.3], [0.4, 0.2, 0.0], [-0.7, 1.1, 0.2], [-0.5, -0.2, -0.3], [-0.1, -0.6, -0.1], [-1.2, 0.8, -0.1], [0.1, -0.2, 0.8], [1.0, 0.6, 0.3], [-0.2, -0.5, -0.8], [0.4, -0.3, 0.3], [-0.2, -1.2, -0.3], [-0.2, 0.0, -0.5], [-0.2, -0.1, 0.3], [0.2, 0.6, 0.8], [0.0, 0.5, -0.9], [-0.9, 1.0, -1.6], [1.1, 0.1, 2.1], [-0.7, -0.2, -1.1], [-0.6, -1.3, 0.8], [0.1, 0.0, -0.6], [1.4, -0.1, 0.5], [0.5, -0.3, -0.1], [-0.7, 0.1, 0.5], [-0.4, 0.3, -0.4], [0.0, 0.1, -0.4], [-0.2, 1.6, 1.4], [0.5, -0.5, -2.1], [0.0, -0.1, 0.8], [0.7, 1.7, -0.5], [-0.6, -1.4, 0.8], [-0.7, -0.9, -0.3], [0.1, -0.3, -0.2], [-0.4, -0.4, -1.1], [-0.2, 0.2, 0.5], [0.7, 0.4, 0.9], [1.2, -2.3, 0.3], [-1.4, 0.4, -1.1], [0.3, 0.6, 1.1], [0.7, 0.1, 1.3], [-0.3, -0.9, -2.1], [-0.5, 0.5, -0.4], [0.4, 0.2, 0.0], [0.0, 0.8, -0.1], [0.0, 0.5, 0.5], [-0.1, -0.2, 0.3], [-1.0, 0.2, 0.9], [1.1, 0.9, -1.5], [-1.3, -0.1, 0.9], [1.2, -0.6, -0.8], [0.1, 1.2, 0.5], [0.0, -0.4, -1.1], [-0.1, -0.2, 0.3], [-0.2, -0.4, 0.0], [0.2, -0.2, 0.0], [0.0, -0.2, 0.6], [-1.0, 1.5, -0.7], [-0.4, -0.2, 0.5], [0.0, 0.9, 0.0], [3.1, 0.7, -0.9], [-1.4, -0.4, 0.3], [-0.1, -0.9, 0.3], [0.5, -0.2, 0.2], [-0.3, -0.3, 0.2], [-0.2, -0.3, 0.1], [0.0, -0.5, -0.1], [0.7, -0.5, 0.4], [0.8, 0.3, 0.9], [-0.2, -0.2, -0.6], [1.4, 0.8, -1.1], [-1.2, -1.0, 0.9], [-1.1, 0.0, 0.5], [0.2, 0.0, -0.3], [0.2, 0.1, -0.6], [-0.9, 0.2, -0.1], [0.2, 0.2, -0.2], [0.6, 0.6, 1.5], [0.2, -0.5, 0.0], [-0.9, 0.8, -0.9], [0.7, -2.1, -0.7], [-0.2, 0.5, -0.1], [0.4, -0.2, 0.4], [-0.5, 0.0, 0.7], [0.1, 0.6, -0.8], [-0.1, -0.1, 0.5], [-0.3, 0.4, -0.3], [-1.8, -1.6, -1.3], [2.4, 1.2, 0.6], [0.4, -0.1, -0.4], [1.2, 0.2, 0.2], [-0.7, 0.0, 0.1], [-0.6, 0.4, -0.1], [-0.2, 1.1, 0.1], [0.4, -0.7, 0.5], [-0.5, -0.6, 0.0], [-0.8, 0.0, 0.3], [-1.2, -1.9, 0.3], [1.6, 2.3, 0.1], [-0.3, -0.2, -0.6], [-1.3, 1.7, -0.6], [0.5, -1.3, 0.8], [-0.5, -0.3, 1.2], [0.3, -0.6, -0.4], [0.2, 0.2, 0.2], [0.3, 0.2, 0.0], [0.5, 0.1, 0.6], [-0.4, -0.2, -0.5], [0.7, 0.2, -0.3], [-0.2, -0.8, -0.2], [-0.4, 0.5, -0.5], [-0.4, -0.2, -0.6], [0.6, 0.6, 1.6], [-0.1, 0.1, 0.6], [-2.0, 0.3, -1.1], [-0.5, -0.7, -0.3], [-0.7, -0.5, -1.7], [1.0, -0.5, -0.3], [0.7, 0.6, 0.4], [0.0, 0.2, 0.0], [0.5, 0.1, 0.5], [0.5, 0.1, 0.3], [0.5, -0.3, 0.4], [0.3, 0.7, -0.3], [-0.5, -0.5, 0.3], [0.2, 0.9, 0.3], [0.4, 0.0, -0.1], [-0.3, -0.2, 0.0], [-0.1, -0.4, 0.6], [0.0, -0.8, 0.2], [0.3, -1.6, 0.4], [0.4, 0.0, -0.6], [-0.4, 0.3, -0.1], [-0.2, 0.4, 0.2], [0.0, 0.3, 0.4], [-0.1, 0.1, -0.8], [0.2, 0.1, 0.3], [-0.2, -0.2, 0.0], [-0.3, 1.2, -0.3]], "gap_ev": 10.092}



[2]
{"formula": "C42H67ClN2O2Si4TaTe", "method": "the ωB97M-V functional and the def2-TZVPD basis", "symbols": ["Ta", "C", "C", "C", "C", "C", "C", "C", "C", "C", "C", "C", "C", "N", "C", "C", "N", "C", "C", "C", "C", "C", "C", "C", "C", "C", "C", "C", "C", "H", "H", "H", "H", "H", "H", "H", "H", "H", "H", "H", "H", "H", "H", "H", "H", "H", "H", "H", "H", "H", "H", "H", "H", "H", "H", "H", "H", "H", "H", "H", "H", "H", "H", "H", "H", "C", "Si", "C", "C", "Si", "Te", "Si", "C", "C", "C", "Si", "C", "C", "C", "H", "H", "H", "H", "H", "H", "H", "H", "H", "H", "H", "H", "H", "H", "H", "H", "H", "H", "H", "H", "H", "H", "H", "H", "H", "H", "H", "Cl", "C", "C", "C", "C", "C", "C", "C", "O", "O", "H", "H", "H", "H"], "coordinates": [[0.0242, -0.6707, -0.6802], [0.1319, 4.0941, -0.9357], [-0.2728, 2.9833, -1.9027], [0.2346, 3.2585, -3.3182], [-1.7735, 2.7730, -1.8842], [-2.5923, 3.8483, -2.2119], [-3.9696, 3.7318, -2.1928], [-4.5461, 2.5416, -1.7901], [-3.7767, 1.4364, -1.4398], [-4.5314, 0.2263, -0.8947], [-3.9240, -0.4294, 0.3494], [-4.8799, -0.8186, -1.9574], [-2.3819, 1.5506, -1.5548], [-1.5892, 0.3722, -1.3591], [-1.5197, -0.5482, -2.4069], [-0.0893, -2.2609, -2.3635], [0.8438, -2.4661, -1.3582], [1.8883, -3.4239, -1.4800], [2.8314, -3.5396, -0.4362], [3.6501, -4.6558, -0.3734], [3.6264, -5.6321, -1.3535], [2.8564, -5.3971, -2.4715], [2.0200, -4.2898, -2.5936], [1.4193, -4.0690, -3.9859], [2.4319, -4.3247, -5.1130], [0.1755, -4.9261, -4.2331], [3.0613, -2.5051, 0.6543], [2.1207, -2.7326, 1.8431], [3.2944, -1.0736, 0.1527], [1.2184, 4.1981, -0.9070], [-0.2218, 3.8690, 0.0692], [-0.2870, 5.0568, -1.2336], [0.2054, 2.0719, -1.5623], [-0.1686, 4.1971, -3.7031], [-0.0574, 2.4617, -4.0044], [1.3237, 3.3316, -3.3242], [-2.1386, 4.7915, -2.4891], [-4.5928, 4.5735, -2.4632], [-5.6246, 2.4691, -1.7158], [-5.4847, 0.6508, -0.5679], [-3.5501, 0.3205, 1.0474], [-3.1102, -1.1091, 0.1041], [-4.6910, -1.0160, 0.8578], [-4.0013, -1.3674, -2.3012], [-5.3637, -0.3600, -2.8202], [-5.5627, -1.5569, -1.5340], [-2.3021, -0.5869, -3.1619], [-0.3499, -3.0253, -3.0801], [4.3379, -4.7474, 0.4586], [4.2493, -6.5124, -1.2830], [2.9216, -6.0871, -3.3008], [1.1818, -3.0098, -4.0959], [2.5765, -5.3868, -5.3090], [3.4007, -3.8810, -4.8843], [2.0554, -3.8740, -6.0331], [0.4509, -5.9807, -4.1715], [-0.2260, -4.7417, -5.2315], [-0.6242, -4.7759, -3.5016], [4.0573, -2.7581, 1.0284], [1.0768, -2.8231, 1.5376], [2.1854, -1.9279, 2.5781], [2.3994, -3.6672, 2.3307], [2.4686, -0.5067, -0.2981], [4.0970, -1.0831, -0.5855], [3.6082, -0.4472, 0.9928], [3.3266, 0.2046, 5.0663], [2.5052, 1.7929, 4.5268], [3.4398, 2.5836, 3.1154], [2.3181, 2.9660, 5.9835], [0.2634, 1.4379, 3.9422], [0.2111, 0.2042, 1.6773], [-0.9559, 3.4271, 3.4996], [0.2336, 4.7682, 2.9637], [-2.2762, 3.1579, 2.1989], [-1.7474, 3.8678, 5.1423], [-0.9298, -0.1004, 5.2474], [-0.2158, -1.8131, 5.0123], [-0.7345, 0.4609, 7.0258], [-2.7242, -0.0724, 4.7105], [4.2827, 0.4272, 5.5452], [3.5320, -0.4450, 4.2139], [2.7150, -0.3412, 5.7856], [4.5156, 2.5256, 3.2936], [3.1751, 3.6355, 3.0051], [3.2291, 2.0725, 2.1733], [3.2767, 3.0890, 6.4938], [1.6076, 2.5860, 6.7190], [1.9982, 3.9562, 5.6575], [0.7327, 4.5070, 2.0316], [0.9926, 4.9619, 3.7220], [-0.3145, 5.6989, 2.7965], [-1.9116, 2.5866, 1.3436], [-2.6230, 4.1251, 1.8257], [-3.1390, 2.6389, 2.6211], [-0.9979, 4.1319, 5.8906], [-2.3548, 3.0488, 5.5268], [-2.4040, 4.7322, 5.0163], [0.8707, -1.8293, 5.1011], [-0.4883, -2.2115, 4.0326], [-0.6250, -2.4856, 5.7702], [0.3104, 0.4364, 7.3392], [-1.2871, -0.2137, 7.6844], [-1.1285, 1.4658, 7.1834], [-2.8118, 0.0751, 3.6318], [-3.2857, 0.7142, 5.2149], [-3.1970, -1.0264, 4.9550], [0.5594, -0.8690, -8.9731], [0.3794, -0.8277, -7.2534], [1.2788, -0.1040, -6.4870], [1.1352, -0.0777, -5.1084], [0.0991, -0.7683, -4.4988], [-0.7984, -1.4886, -5.2826], [-0.6645, -1.5228, -6.6599], [-0.0318, -0.7903, -3.0056], [0.8794, -0.0076, -2.3432], [-1.3884, -1.8900, -1.6656], [2.0854, 0.4313, -6.9672], [1.8335, 0.4787, -4.4973], [-1.6126, -2.0426, -4.8244], [-1.3596, -2.0813, -7.2708]], "forces_ev_per_angstrom": [[1.0, 1.1, 1.2], [0.0, 0.0, -0.1], [0.0, 0.0, -0.1], [0.0, 0.0, 0.0], [0.0, -0.1, 0.0], [-0.1, 0.0, 0.0], [0.1, 0.0, 0.0], [0.0, 0.0, 0.1], [0.0, 0.0, 0.1], [0.0, 0.0, 0.0], [0.0, 0.0, 0.0], [0.0, 0.0, 0.0], [0.0, 0.1, 0.2], [0.9, -0.6, -0.3], [-0.4, -0.5, -0.7], [-0.9, -0.6, -1.2], [-0.2, 0.7, 0.4], [0.2, -0.2, 0.0], [-0.2, 0.2, 0.1], [0.1, -0.2, -0.2], [0.0, 0.2, 0.1], [0.0, 0.0, 0.0], [0.0, 0.0, -0.1], [0.1, 0.0, 0.0], [0.0, 0.0, 0.1], [0.0, -0.1, 0.0], [0.1, -0.1, 0.0], [-0.1, 0.0, -0.1], [0.0, 0.1, 0.2], [0.0, 0.0, 0.0], [0.0, 0.0, 0.1], [0.0, 0.0, 0.0], [0.0, -0.1, 0.0], [0.0, 0.0, 0.0], [0.0, 0.0, 0.0], [0.0, 0.0, 0.0], [0.0, 0.0, 0.0], [0.0, 0.0, 0.0], [0.0, 0.0, 0.0], [0.0, 0.0, 0.0], [0.0, 0.0, 0.0], [0.0, 0.0, 0.0], [0.0, 0.0, 0.0], [0.0, 0.0, 0.0], [0.0, 0.0, 0.0], [0.0, 0.0, 0.0], [0.0, 0.2, 0.1], [0.2, 0.0, 0.2], [0.0, 0.0, 0.0], [0.0, 0.0, 0.0], [0.0, 0.0, -0.1], [0.0, -0.1, 0.0], [0.0, 0.0, 0.0], [0.0, 0.0, 0.0], [0.0, 0.0, 0.0], [0.0, 0.0, 0.0], [0.0, 0.0, 0.0], [0.0, -0.1, 0.0], [0.0, 0.0, 0.1], [0.0, 0.0, 0.0], [0.0, 0.0, 0.0], [0.0, 0.0, 0.0], [0.0, -0.3, -0.1], [0.0, 0.0, 0.0], [0.0, 0.0, 0.0], [0.0, 0.0, 0.0], [0.0, 0.1, 0.1], [0.0, 0.0, 0.0], [0.2, -0.1, 0.0], [-0.2, 0.2, 0.0], [-0.1, 0.3, 0.3], [0.0, 0.0, 0.0], [-0.1, 0.0, 0.0], [0.0, 0.0, 0.0], [0.1, 0.1, -0.1], [0.0, -0.1, 0.1], [0.0, 0.0, 0.0], [0.0, -0.1, 0.0], [0.0, -0.1, 0.0], [0.0, 0.0, 0.0], [0.0, -0.1, 0.0], [0.0, 0.0, 0.0], [0.0, 0.0, 0.0], [0.0, 0.0, -0.1], [0.0, 0.0, 0.0], [0.0, 0.0, 0.0], [-0.1, 0.0, 0.0], [-0.1, 0.0, 0.0], [0.1, 0.0, 0.0], [0.0, 0.0, 0.0], [0.0, 0.0, 0.0], [0.0, 0.0, 0.0], [0.0, 0.0, 0.0], [0.0, -0.1, 0.0], [0.0, 0.0, 0.0], [0.0, 0.0, 0.0], [0.0, 0.0, 0.0], [0.0, 0.0, 0.0], [0.0, 0.0, 0.0], [0.0, 0.0, 0.0], [0.0, 0.0, 0.0], [0.0, 0.0, 0.0], [0.0, 0.0, 0.0], [0.0, 0.0, 0.0], [0.0, 0.1, 0.0], [0.0, 0.0, 0.0], [0.0, 0.0, 0.0], [0.0, 0.0, 0.0], [0.0, 0.0, 0.0], [0.1, 0.1, 0.1], [0.0, 0.1, -0.1], [0.0, 0.0, 0.0], [0.0, 0.0, 0.0], [-0.5, -0.2, -1.6], [0.2, 0.2, 1.1], [-0.2, -0.1, 0.3], [0.0, 0.0, 0.0], [0.0, 0.0, 0.0], [0.0, 0.0, 0.0], [0.0, 0.0, 0.0]], "gap_ev": 6.816, "charge": 1}



Question: What is the formula in the first record?
Answer: C42H64O36



Question: What is the formula in the first record?
Answer: C42H64O36